Here is an isolated molecule of C5H8O from the Open Molecules 2025 dataset. Energies are from ωB97M-V with the def2-TZVPD basis set.

The geometry in XYZ format:
```
14
C5H8O, DFT ωB97M-V with the def2-TZVPD basis set
C -1.522 -0.657 -0.476
C -1.528 0.229 0.517
C -0.359 1.098 0.932
O 0.896 0.433 0.919
C 1.450 0.202 -0.304
C 1.836 -1.019 -0.654
H -0.645 -0.821 -1.094
H -2.394 -1.267 -0.694
H -2.435 0.359 1.111
H -0.496 1.413 1.970
H -0.315 2.011 0.316
H 1.569 1.081 -0.946
H 2.306 -1.212 -1.611
H 1.635 -1.850 0.016
```

Output
Net charge ... 0
ΔE to the lowest compared entry with this formula, charge and spin ... 208.1 kJ/mol
Frontier orbital gap ... 10.27 eV
M ... 84.12 g/mol
SMILES string ... C=CCOC=C

Atom charges from the natural (NBO) analysis, given in e for atoms 1 to 6: number 1, C, carries -0.387; number 2, C, carries -0.218; number 3, C, carries -0.103; number 4, O, carries -0.518; number 5, C, carries 0.131; number 6, C, carries -0.482


Here is a cluster of 2 separate species, C3H11NOS2 in total in a non-equilibrium geometry from the Open Molecules 2025 dataset. Energies are from ωB97M-V with the def2-TZVPD basis set.

The geometry in XYZ format:
```
18
C3H11NOS2, DFT ωB97M-V with the def2-TZVPD basis set
C 1.724 -0.781 -1.995
N 0.420 -0.093 -2.204
C -0.113 0.557 -0.987
C -1.583 0.906 -1.161
S -2.561 -0.668 -1.436
S -2.258 -1.581 0.411
H 2.227 -0.278 -1.163
H 2.329 -0.630 -2.889
H 1.627 -1.854 -1.832
H -0.204 -0.883 -2.358
H 0.111 -0.101 -0.137
H 0.457 1.489 -0.868
H -1.905 1.598 -1.936
H -1.964 1.247 -0.200
H -3.553 -1.564 0.784
O 1.584 0.894 6.322
H 2.290 0.289 6.067
H 1.374 1.452 5.584
```

Output
Net charge ... 0
ΔE to the lowest compared entry with this formula, charge and spin ... 72.7 kJ/mol
Frontier orbital gap ... 9.30 eV
M ... 141.26 g/mol
SMILES string ... CNCCSS.O

Atom charges from the natural (NBO) analysis, given in e for atoms 1 to 6: number 1, C, carries -0.424; number 2, N, carries -0.630; number 3, C, carries -0.248; number 4, C, carries -0.502; number 5, S, carries 0.053; number 6, S, carries -0.155


Please write out number 1 again, unchanged.
Here is an isolated molecule of C5H8O from the Open Molecules 2025 dataset. Energies are from ωB97M-V with the def2-TZVPD basis set.

The geometry in XYZ format:
```
14
C5H8O, DFT ωB97M-V with the def2-TZVPD basis set
C -1.522 -0.657 -0.476
C -1.528 0.229 0.517
C -0.359 1.098 0.932
O 0.896 0.433 0.919
C 1.450 0.202 -0.304
C 1.836 -1.019 -0.654
H -0.645 -0.821 -1.094
H -2.394 -1.267 -0.694
H -2.435 0.359 1.111
H -0.496 1.413 1.970
H -0.315 2.011 0.316
H 1.569 1.081 -0.946
H 2.306 -1.212 -1.611
H 1.635 -1.850 0.016
```

Output
Net charge ... 0
ΔE to the lowest compared entry with this formula, charge and spin ... 208.1 kJ/mol
Frontier orbital gap ... 10.27 eV
M ... 84.12 g/mol
SMILES string ... C=CCOC=C

Atom charges from the natural (NBO) analysis, given in e for atoms 1 to 6: number 1, C, carries -0.387; number 2, C, carries -0.218; number 3, C, carries -0.103; number 4, O, carries -0.518; number 5, C, carries 0.131; number 6, C, carries -0.482